1.
A molecular structure, C24H24BF9N2PtSe, computed with ωB97M-V/def2-TZVPD.

Its total charge is +2. The energy above the lowest of the compared OMol25 structures with the same formula, charge and spin comes out at 0.0 kJ/mol. As for the expectation value of S²: 6.016. The HOMO-LUMO gap (spin up / spin down) comes out at 6.13 / 5.90 eV. For the strongest force on any atom, the calculation gives 0.0197 hartree/bohr. The multiplicity is 5.

Each line ends with the Löwdin charge.
Atoms and positions in Å:
1 Pt -1.14491 1.52926 -0.30090  1.074
2 C 4.35297 5.34374 2.40462  -0.052
3 C 4.06789 5.10130 0.92294  -0.554
4 C 3.87934 6.45490 0.21770  -0.025
5 C 5.25674 4.35190 0.29957  -0.026
6 C 2.80957 4.27451 0.71732  -0.110
7 C 2.01243 3.82258 1.76426  0.043
8 C 0.88589 3.07144 1.49718  -0.078
9 N 0.51805 2.75885 0.25456  -0.062
10 C 1.26427 3.18367 -0.78576  -0.175
11 C 2.39963 3.93350 -0.57672  0.073
12 C 0.78360 2.76804 -2.12841  -0.174
13 C 1.40676 3.13015 -3.30610  0.081
14 C 0.92872 2.68476 -4.53690  -0.109
15 C -0.20129 1.86262 -4.51040  0.029
16 C -0.79168 1.54053 -3.31432  -0.079
17 N -0.31562 1.98877 -2.14050  -0.098
18 C 1.58335 3.05098 -5.85693  -0.554
19 C 2.05132 1.75798 -6.54519  -0.024
20 C 0.53882 3.75880 -6.73606  -0.026
21 C 2.78263 3.97825 -5.66338  -0.053
22 H 5.26794 5.92735 2.49860  0.099
23 H 4.50420 4.41021 2.95096  0.095
24 H 3.55472 5.91102 2.88845  0.095
25 H 4.76869 7.06684 0.37096  0.100
26 H 3.02228 6.99719 0.62169  0.098
27 H 3.74022 6.34233 -0.85939  0.083
28 H 6.16409 4.93961 0.44035  0.100
29 H 5.13214 4.19626 -0.77352  0.082
30 H 5.40642 3.38048 0.77425  0.099
31 H 2.25674 4.04196 2.79303  0.121
32 H 0.25693 2.70850 2.29950  0.109
33 H 2.98673 4.25950 -1.42229  0.117
34 H 2.27931 3.76287 -3.26874  0.107
35 H -0.62625 1.46763 -5.42196  0.129
36 H -1.66362 0.90375 -3.26874  0.120
37 H 1.22457 1.07423 -6.74182  0.085
38 H 2.79523 1.23434 -5.94214  0.098
39 H 2.50748 2.00690 -7.50380  0.100
40 H -0.30627 3.11085 -6.97264  0.085
41 H 1.00242 4.04953 -7.67887  0.099
42 H 0.15881 4.66141 -6.25387  0.098
43 H 3.57211 3.50968 -5.07087  0.093
44 H 2.49918 4.92463 -5.19593  0.095
45 H 3.20935 4.21411 -6.63734  0.099
46 F -7.09268 -0.70401 1.44877  0.259
47 C -6.16968 -1.30237 0.78892  -0.069
48 C -5.50530 -0.73014 -0.30555  -0.061
49 F -4.81589 -1.53396 -1.06212  0.210
50 C -4.82141 0.18728 0.55289  -0.194
51 F -5.35994 1.29246 0.92109  0.248
52 C -3.68800 -0.36036 1.25586  -0.409
53 Se -2.13756 0.62201 1.79763  1.031
54 C -3.98160 -1.61688 1.73798  -0.205
55 F -3.17489 -2.26781 2.50385  0.220
56 C -5.27992 -2.30677 1.46070  -0.021
57 F -5.24257 -3.54910 1.09041  0.221
58 F -2.26743 -2.40065 -0.18423  0.206
59 B -0.96513 -2.56133 0.13112  -0.949
60 F -0.08752 -2.77255 -0.82656  0.281
61 F -0.68380 -2.81870 1.40192  0.255
62 F -0.63215 -0.47507 0.32304  -0.529

=====

2.
A molecular structure, C38H34BrN6O4S2Ta, computed with ωB97M-V/def2-TZVPD.

Its total charge is +2. The energy above the lowest of the compared OMol25 structures with the same formula, charge and spin comes out at 127.8 kJ/mol. The HOMO-LUMO gap comes out at 6.44 eV. For the strongest force on any atom, the calculation gives 0.0240 hartree/bohr. The multiplicity is 1.

Each line ends with the Löwdin charge.
Atoms and positions in Å:
1 Ta 0.30404 -0.25133 1.03251  2.134
2 C -2.43602 2.97728 1.12044  -0.053
3 C -2.64231 1.68727 1.84154  -0.574
4 N -1.79091 0.68175 2.11172  -0.002
5 C -2.45448 -0.26824 2.87724  -0.349
6 C -3.75727 -0.03112 3.13245  -0.299
7 S -4.19584 1.45466 2.45910  1.196
8 C -1.74783 -1.43034 3.35592  -0.355
9 C -2.02284 -2.07501 4.51214  -0.304
10 S -1.16704 -3.53422 4.54953  1.191
11 C -0.46306 -3.20329 3.04552  -0.579
12 N -0.81771 -2.02853 2.52949  0.022
13 C 0.37810 -4.27739 2.43320  -0.050
14 H -1.46152 3.40655 1.30294  0.059
15 H -3.18812 3.69399 1.44801  0.097
16 H -2.57721 2.84469 0.04934  0.069
17 H -4.45440 -0.65967 3.66268  0.103
18 H -2.68507 -1.76925 5.30647  0.101
19 H 0.00652 -5.25070 2.74941  0.097
20 H 1.41409 -4.20784 2.76136  0.092
21 H 0.33277 -4.23325 1.34914  0.091
22 C 0.53499 2.37240 2.95038  -0.061
23 N 1.45354 1.34847 2.38759  -0.303
24 C 2.18287 0.74405 3.54108  -0.057
25 C 2.46412 2.04530 1.53336  -0.132
26 C 2.91468 1.20702 0.39427  -0.220
27 C 4.11577 1.47292 -0.25345  -0.007
28 C 4.45103 0.78224 -1.40546  -0.039
29 C 3.58007 -0.16881 -1.92799  -0.048
30 C 2.39200 -0.45625 -1.27552  -0.080
31 C 2.05751 0.22350 -0.09061  -0.222
32 H 1.11269 3.06687 3.56303  0.117
33 H -0.21825 1.89728 3.57151  0.088
34 H 0.07938 2.92087 2.13985  0.050
35 H 2.61242 1.56024 4.12340  0.111
36 H 2.97320 0.09691 3.19461  0.086
37 H 1.49854 0.17756 4.17083  0.100
38 H 3.30135 2.36532 2.15802  0.145
39 H 1.99567 2.94107 1.13264  0.112
40 H 4.78096 2.23705 0.13425  0.129
41 H 5.38958 0.99007 -1.90324  0.119
42 H 3.83410 -0.69747 -2.83803  0.117
43 H 1.72987 -1.20330 -1.69186  0.105
44 O 0.41552 3.60730 -0.15515  0.104
45 C -0.16384 2.70314 -0.69382  -0.499
46 N -0.80969 2.70363 -1.89145  0.190
47 C -1.47220 1.44491 -2.22527  -0.238
48 C -0.94774 0.63266 -1.06939  -0.403
49 O -1.01272 -0.60166 -0.76519  -0.049
50 N -0.33043 1.37481 -0.18161  0.016
51 C -3.00868 1.54854 -2.08742  -0.154
52 C -3.76602 0.41728 -1.79934  -0.021
53 C -5.15241 0.49563 -1.77628  -0.053
54 C -5.78844 1.70066 -2.03753  -0.058
55 C -5.03214 2.83123 -2.31759  -0.049
56 C -3.64643 2.75628 -2.34423  -0.033
57 C -1.12633 0.91229 -3.61169  -0.137
58 C -0.93419 1.80086 -4.66192  -0.020
59 C -0.74474 1.32573 -5.95151  -0.051
60 C -0.74971 -0.03941 -6.19917  -0.059
61 C -0.93826 -0.92787 -5.15108  -0.053
62 C -1.12707 -0.45658 -3.85984  -0.024
63 H -0.76421 3.50309 -2.49837  0.158
64 H -3.28431 -0.53257 -1.60259  0.112
65 H -5.73515 -0.39348 -1.57163  0.114
66 H -6.86909 1.75814 -2.03173  0.115
67 H -5.52053 3.77299 -2.53181  0.117
68 H -3.07755 3.64962 -2.57193  0.118
69 H -0.93763 2.87351 -4.50552  0.112
70 H -0.60146 2.02616 -6.76352  0.116
71 H -0.60725 -0.40836 -7.20605  0.115
72 H -0.94608 -1.99382 -5.33773  0.113
73 H -1.27769 -1.16210 -3.05327  0.107
74 Br 4.44627 -5.93892 -1.51576  0.835
75 C 4.22213 -4.75996 -0.08092  -0.661
76 C 5.19319 -4.68284 0.91854  -0.123
77 N 5.10870 -3.85734 1.96186  0.113
78 C 4.04240 -3.07292 2.04518  -0.049
79 C 3.01675 -3.10317 1.10601  -0.142
80 C 3.10378 -3.96734 0.01530  -0.029
81 C 1.89667 -2.19883 1.22582  -0.570
82 O 0.96904 -2.11312 0.33728  -0.130
83 O 1.76394 -1.34696 2.16219  -0.128
84 H 6.06825 -5.32036 0.87433  0.121
85 H 3.99944 -2.39458 2.89016  0.131
86 H 2.31595 -4.01557 -0.72515  0.130

=====

3.
A gas-phase ion, C5H10NOS (charge +1), computed with ωB97M-V/def2-TZVPD.

Its total charge is +1. The energy above the lowest of the compared OMol25 structures with the same formula, charge and spin comes out at 145.4 kJ/mol. The HOMO-LUMO gap comes out at 9.73 eV. The SMILES is O=C[C@@H]1[NH2+]CC[C@H]1S. For the strongest force on any atom, the calculation gives 0.0826 hartree/bohr. The multiplicity is 1.

Each line ends with the Löwdin charge.
Atoms and positions in Å:
1 O 2.48068 1.01914 -0.64200  0.102
2 C 1.49660 1.57090 -0.24441  -0.262
3 C 0.50293 0.84900 0.48788  -0.136
4 N 0.94311 -0.55063 0.93011  0.095
5 C -0.13915 -1.49417 0.60665  -0.153
6 C -0.52220 -1.16507 -0.81336  -0.207
7 C -0.75999 0.34339 -0.76866  -0.502
8 S -2.41511 0.56300 -0.06068  0.814
9 H 1.12773 2.65919 -0.43855  0.178
10 H -0.07941 1.36409 1.24244  0.137
11 H 1.35723 -0.61002 1.88376  0.215
12 H 1.67753 -0.82902 0.22526  0.189
13 H -1.05893 -1.27021 1.19065  0.116
14 H 0.09574 -2.52409 0.84955  0.144
15 H 0.15987 -1.24886 -1.60663  0.112
16 H -1.60283 -1.48696 -1.05199  0.138
17 H -0.80591 0.91471 -1.75280  0.132
18 H -2.45790 1.89559 -0.03721  -0.110

=====

Copy entry 3 word for word.
A gas-phase ion, C5H10NOS (charge +1), computed with ωB97M-V/def2-TZVPD.

Its total charge is +1. The energy above the lowest of the compared OMol25 structures with the same formula, charge and spin comes out at 145.4 kJ/mol. The HOMO-LUMO gap comes out at 9.73 eV. The SMILES is O=C[C@@H]1[NH2+]CC[C@H]1S. For the strongest force on any atom, the calculation gives 0.0826 hartree/bohr. The multiplicity is 1.

Each line ends with the Löwdin charge.
Atoms and positions in Å:
1 O 2.48068 1.01914 -0.64200  0.102
2 C 1.49660 1.57090 -0.24441  -0.262
3 C 0.50293 0.84900 0.48788  -0.136
4 N 0.94311 -0.55063 0.93011  0.095
5 C -0.13915 -1.49417 0.60665  -0.153
6 C -0.52220 -1.16507 -0.81336  -0.207
7 C -0.75999 0.34339 -0.76866  -0.502
8 S -2.41511 0.56300 -0.06068  0.814
9 H 1.12773 2.65919 -0.43855  0.178
10 H -0.07941 1.36409 1.24244  0.137
11 H 1.35723 -0.61002 1.88376  0.215
12 H 1.67753 -0.82902 0.22526  0.189
13 H -1.05893 -1.27021 1.19065  0.116
14 H 0.09574 -2.52409 0.84955  0.144
15 H 0.15987 -1.24886 -1.60663  0.112
16 H -1.60283 -1.48696 -1.05199  0.138
17 H -0.80591 0.91471 -1.75280  0.132
18 H -2.45790 1.89559 -0.03721  -0.110

=====

Question: Which of these has the lowest total charge?
Answer: C5H10NOS

=====

Question: The highest strongest force on any atom belongs to which entry?
Answer: C5H10NOS

=====

Question: What is the multiplicity in the first record?
Answer: 5